Entry 1:
{"formula": "C37H108N18O13", "method": "ωB97M-V/def2-TZVPD", "e_tot_ha": -3438.2860, "relative_energy_ev": 2.1956, "homo_lumo_gap_ha": 0.3163, "multiplicity": 1, "species": ["C", "C", "C", "O", "C", "N", "H", "H", "H", "H", "H", "H", "H", "H", "H", "H", "H", "C", "C", "C", "O", "C", "N", "H", "H", "H", "H", "H", "H", "H", "H", "H", "H", "H", "C", "C", "C", "O", "C", "N", "H", "H", "H", "H", "H", "H", "H", "H", "H", "H", "H", "C", "C", "C", "O", "C", "N", "H", "H", "H", "H", "H", "H", "H", "H", "H", "H", "H", "C", "C", "C", "O", "C", "N", "H", "H", "H", "H", "H", "H", "H", "H", "H", "H", "H", "C", "C", "C", "O", "C", "N", "H", "H", "H", "H", "H", "H", "H", "H", "H", "H", "H", "C", "C", "C", "O", "C", "N", "H", "H", "H", "H", "H", "H", "H", "H", "H", "H", "H", "C", "C", "C", "O", "C", "N", "H", "H", "H", "H", "H", "H", "H", "H", "H", "H", "H", "C", "O", "N", "N", "H", "H", "H", "H", "C", "O", "N", "N", "H", "H", "H", "H", "C", "O", "N", "N", "H", "H", "H", "H", "C", "O", "N", "N", "H", "H", "H", "H", "C", "O", "N", "N", "H", "H", "H", "H"], "coordinates": [[-5.60597, -5.76209, -0.13166], [-4.97924, -4.60333, 0.69447], [-3.51173, -4.57058, 0.36730], [-2.77547, -3.49487, 0.92426], [-2.73594, -3.67105, 2.39173], [-5.66457, -3.32542, 0.36451], [-5.54280, -5.62252, -1.23027], [-6.60116, -5.99191, 0.17278], [-5.07196, -6.73203, 0.05919], [-5.07173, -4.95418, 1.79171], [-3.43196, -4.34497, -0.71684], [-3.05827, -5.51565, 0.62441], [-2.00274, -2.95535, 2.79248], [-2.34179, -4.58927, 2.67888], [-3.71035, -3.52048, 2.89430], [-5.80606, -3.33586, -0.64480], [-5.02334, -2.53740, 0.55551], [0.64844, -5.28338, -0.41828], [-0.58717, -5.44874, -1.28771], [-0.81553, -4.23636, -2.23150], [-1.98370, -4.37871, -3.05945], [-1.83439, -4.16846, -4.48301], [-0.52004, -6.67951, -2.06887], [1.57588, -5.13376, -0.94819], [0.74835, -6.17644, 0.21404], [0.53335, -4.34068, 0.10558], [-1.42522, -5.71041, -0.56533], [0.13844, -4.21081, -2.78018], [-0.99887, -3.32013, -1.63565], [-1.38681, -5.06672, -4.97356], [-1.12338, -3.31144, -4.61100], [-2.75508, -3.94140, -5.03294], [0.38822, -6.86587, -2.53085], [-1.22727, -6.68705, -2.85371], [2.98410, -1.99403, -2.04278], [3.73952, -1.69247, -3.32525], [3.39434, -2.59791, -4.54335], [3.78355, -3.91195, -4.14280], [3.26698, -5.01226, -4.84085], [3.43991, -0.31625, -3.68762], [1.93951, -1.63815, -2.15683], [3.38452, -1.43513, -1.21633], [2.87793, -3.06934, -1.88518], [4.83517, -1.91008, -3.13910], [4.01538, -2.23324, -5.41192], [2.34898, -2.40242, -4.82325], [2.13439, -5.02590, -5.04446], [3.44206, -5.96921, -4.34918], [3.75557, -5.14612, -5.84681], [3.56187, 0.34062, -2.89499], [4.12705, 0.09299, -4.28515], [-2.19389, 2.60608, 3.83487], [-2.69461, 2.66864, 2.30831], [-3.46465, 1.36598, 2.15948], [-4.52731, 1.29085, 3.09216], [-5.07303, -0.01978, 2.96623], [-3.51809, 3.87660, 1.95070], [-3.02370, 2.52981, 4.53445], [-1.62656, 3.53405, 4.05881], [-1.58499, 1.71075, 3.91866], [-1.77601, 2.65178, 1.71620], [-2.75141, 0.56157, 2.43898], [-3.91983, 1.31233, 1.18923], [-5.57407, -0.11471, 1.99515], [-5.90330, -0.28733, 3.65486], [-4.33105, -0.86726, 3.03539], [-4.47408, 3.63892, 2.07124], [-3.42705, 4.64147, 2.61206], [0.74275, 1.95204, -6.21844], [0.12092, 0.58561, -5.96654], [0.47492, -0.29926, -7.13886], [0.00564, -1.66074, -7.02688], [0.05609, -2.18920, -8.33946], [0.55530, 0.09868, -4.65424], [1.68936, 1.85460, -6.66305], [0.66567, 2.52043, -5.28753], [0.09812, 2.46111, -6.88871], [-1.00075, 0.59296, -5.84950], [1.57189, -0.33169, -7.38953], [-0.09180, 0.10140, -7.96827], [-0.03270, -3.27557, -8.31493], [1.05424, -1.95656, -8.74801], [-0.66352, -1.74723, -8.97584], [0.05699, -0.79433, -4.36850], [1.55241, 0.04476, -4.60398], [4.19203, 5.70937, 5.21484], [3.98688, 5.30137, 3.77141], [2.49874, 5.42012, 3.34699], [1.59494, 4.47653, 3.95384], [1.40301, 3.27326, 3.24132], [4.74086, 6.19474, 2.88752], [5.26290, 5.73359, 5.46679], [3.82888, 4.90229, 5.94382], [3.73188, 6.69734, 5.44300], [4.32092, 4.33447, 3.42823], [2.48214, 5.30905, 2.28339], [2.17635, 6.47176, 3.59374], [2.40628, 2.84434, 2.93168], [0.78819, 3.37170, 2.33463], [0.99216, 2.52202, 3.91527], [4.62091, 7.20644, 3.04272], [4.67875, 6.01593, 1.87738], [-0.01199, 0.86915, 6.70530], [-0.49711, -0.25958, 5.75734], [0.07713, -1.57525, 6.23262], [-0.40034, -2.61583, 5.47412], [0.21414, -3.87501, 5.66778], [-1.92160, -0.18729, 5.66272], [1.04964, 1.01075, 6.77470], [-0.26820, 0.66011, 7.75738], [-0.51027, 1.79877, 6.35560], [-0.06124, -0.03039, 4.76616], [-0.21270, -1.61937, 7.28708], [1.19439, -1.46585, 6.18461], [1.21115, -3.84271, 6.09768], [0.27185, -4.38580, 4.66250], [-0.37819, -4.54953, 6.28611], [-2.32777, -0.18119, 6.58553], [-2.30025, -0.93892, 5.08763], [0.17446, 0.64499, 0.92710], [0.09441, -0.77173, 0.59207], [0.44509, -1.56780, 1.85126], [1.67641, -1.01431, 2.34748], [2.33251, -1.89921, 3.24231], [-1.23832, -1.15458, 0.01078], [-0.27755, 0.83899, 1.90637], [-0.30125, 1.31548, 0.18074], [1.22279, 0.96685, 1.01875], [0.91139, -0.98137, -0.09708], [0.61633, -2.65424, 1.64040], [-0.29261, -1.49166, 2.67785], [3.11965, -1.36573, 3.84262], [2.83572, -2.75029, 2.82245], [1.58640, -2.31571, 3.92185], [-2.02740, -1.09340, 0.67321], [-1.12144, -2.16666, -0.03439], [-3.28903, 0.14065, -2.54119], [-3.88191, 0.96884, -3.23285], [-1.98014, -0.12512, -2.75651], [-3.94054, -0.67605, -1.67919], [-1.49093, -0.66257, -2.07095], [-1.40951, 0.53694, -3.29202], [-3.43129, -1.46785, -1.26857], [-4.92121, -0.69924, -1.71641], [2.35824, 2.24470, -1.47431], [3.36215, 1.60046, -1.68412], [2.26180, 3.27775, -0.53761], [1.17784, 2.05256, -2.21908], [1.43061, 3.79460, -0.49556], [3.13585, 3.61659, -0.07680], [0.42150, 2.68747, -2.08280], [1.06127, 1.34843, -2.98720], [0.24226, 7.31746, 0.29910], [0.75856, 8.27281, 0.83341], [-0.33216, 7.46608, -0.96984], [0.25623, 6.07010, 0.81563], [-0.75933, 6.65385, -1.35322], [-0.75245, 8.36349, -1.11797], [-0.40691, 5.42371, 0.48855], [0.38801, 5.86155, 1.88324], [5.74800, 3.56403, 0.90790], [4.81256, 4.34384, 0.77762], [6.93937, 3.94035, 1.56734], [5.76532, 2.28642, 0.39020], [6.89402, 4.74070, 2.20786], [7.59812, 3.18635, 1.80192], [4.98493, 2.06697, -0.19497], [6.65940, 1.85742, 0.07578], [-1.91423, 3.71019, -1.71623], [-0.94285, 4.38630, -1.31472], [-1.96477, 3.41311, -3.03174], [-2.92771, 3.23928, -0.95728], [-1.33443, 3.91492, -3.64813], [-2.78099, 2.99856, -3.49507], [-3.17612, 3.75624, -0.13004], [-3.67351, 2.74308, -1.47533]], "forces_ev_per_a": [[1.4344, -0.7328, 0.0000], [-0.7723, -1.0600, 0.5637], [0.0408, 1.0557, -1.5609], [-0.3301, -0.5480, 2.5854], [-0.0843, 2.5731, -0.9376], [0.7307, -0.2953, 0.4796], [-0.1389, 0.2553, 0.5822], [-0.9443, 0.2854, 0.0582], [-0.1059, 0.9133, -0.0599], [-0.2957, 1.0939, -1.4110], [0.0656, -0.6753, 0.2960], [0.2688, -0.4409, 0.0165], [-0.4299, 0.1423, -0.2621], [0.5017, -2.1122, 0.1002], [0.3605, 0.0338, -0.5007], [-0.0698, 0.0878, 0.1564], [-0.4304, -0.5592, -0.0287], [-0.4090, 0.0953, -0.1997], [-1.0803, -1.0051, -0.1329], [-0.4824, -0.1301, 0.7181], [-0.1963, -0.4081, -0.4868], [1.8915, 0.2115, 0.3571], [-0.0403, -0.9096, -1.9031], [0.3320, -0.2610, -0.6803], [0.0029, 0.5554, 0.1216], [-0.0817, -0.0884, 0.7840], [0.7065, 1.1633, -0.9733], [-0.3677, 0.4949, -0.3253], [0.5132, -0.2411, -0.3384], [-0.1777, 0.4979, 0.3850], [-0.5871, -0.6061, -0.2615], [-0.1154, -0.0158, 0.8566], [-0.5936, 0.4863, 0.5388], [0.9063, 0.1767, 1.3828], [-1.4642, -0.3586, -1.0045], [1.0343, -0.3908, -0.4110], [0.9402, 0.8172, 0.4679], [-0.8463, -0.1692, -0.0275], [-1.0784, -0.5203, -1.9908], [0.2811, 0.8065, 0.5274], [0.3256, 0.0224, -0.0885], [0.3738, -0.0854, 0.4983], [0.4884, 0.0841, 0.3571], [-0.8448, 0.4153, -0.0691], [-0.4305, -0.4707, 0.6072], [-0.1114, -0.8072, 0.1412], [1.3555, 0.6086, 0.4252], [0.3467, 0.3652, 0.6247], [-0.3738, 0.3787, 0.6426], [-0.6850, -0.7301, 0.0037], [0.6280, -0.2359, -1.0735], [-0.2249, 1.4397, -1.4976], [-0.0326, 0.4788, 2.6159], [0.5507, 0.6591, 0.4444], [-0.4360, -1.1482, 0.4977], [-0.8100, -0.8457, -0.1977], [0.9159, -0.6079, 0.0822], [-0.0329, -0.0538, -0.1316], [-0.0508, -0.6530, -0.0224], [0.2289, 0.1226, 0.2512], [-0.3324, -0.0720, -0.3084], [-0.2487, 0.1160, -0.8340], [0.1737, -0.5908, -0.9837], [0.2856, -0.0403, -0.2702], [0.7734, 0.8871, 0.2001], [-0.2534, 1.0093, 0.0375], [-1.1057, -0.4973, -0.0302], [0.6427, -0.0977, -0.0028], [-2.1892, -0.2722, 1.1429], [-0.6147, -0.9499, 1.2082], [-0.2093, -0.9922, -0.1157], [0.1670, 0.6664, 0.0630], [1.6773, -0.6848, 0.8202], [-1.6683, -0.8333, 0.3567], [1.4910, 0.1545, -0.1339], [0.7113, -0.0304, -0.1001], [-0.4483, 0.6713, -1.0058], [0.8974, 0.4024, -0.6283], [-0.7876, 0.2431, 0.3508], [0.2122, 0.5140, -0.6722], [-0.2458, 0.0917, 0.1378], [-0.1894, -0.2044, -0.1928], [-1.0351, 0.4374, -0.7114], [1.2685, 1.3524, -0.7350], [0.8576, -0.6553, 0.3624], [0.3235, -1.5295, 1.4135], [-1.0658, 1.3174, -1.3872], [0.0202, 0.3046, 1.0280], [-0.1089, 0.5690, 0.0827], [1.8355, -0.5469, -0.3068], [0.9039, 1.3223, -0.2546], [-0.1735, 0.3650, -0.3184], [-0.1065, 1.2592, -1.0648], [0.2264, -0.7478, -0.1762], [0.2088, -0.7531, 0.7971], [-0.1343, -0.0773, -0.8452], [-0.0195, -1.0427, -0.1313], [-0.9321, 0.4090, 0.0320], [0.0023, 0.1193, 0.1805], [-0.3267, 0.2157, 0.0341], [-0.1957, -0.8562, 0.1680], [-0.2784, -0.2435, 0.8756], [-1.0943, 0.0431, -0.0893], [1.4385, 1.0163, -0.0919], [1.0160, 1.3559, 0.7922], [-0.1200, -1.0421, -0.6664], [-0.3059, -0.9268, -1.2608], [-0.4924, -0.1600, -0.4145], [0.6559, 0.0243, -0.5882], [-0.4922, 0.0629, -0.3267], [0.4508, -0.4306, 0.4799], [-0.2132, -0.1675, 0.1086], [0.0357, -0.5989, 0.2736], [-0.6580, -0.3913, 0.0397], [0.2186, 0.3834, -0.0175], [0.0852, 0.5918, 0.9013], [-0.2439, 0.2058, 0.2803], [-0.3346, -0.2111, 0.0655], [0.0228, 0.1232, 0.4470], [0.1317, 2.6918, 0.2212], [-0.7964, -1.0148, 0.4404], [0.8938, -0.5229, 0.4674], [0.3899, -0.6781, -0.1014], [-0.0276, 0.8338, 1.2839], [1.1167, -1.0227, 0.4637], [-0.1501, 0.0899, -0.0331], [0.1792, -0.5160, 0.2848], [-0.3577, -0.0840, -0.0342], [-0.3683, -0.3124, -0.5800], [-0.3064, 0.5999, -0.0274], [-0.0764, 0.0515, -0.5074], [-0.9267, -0.1163, -0.6542], [0.1916, -0.4049, -1.0062], [0.0304, 0.0709, 0.3115], [0.7370, 0.4976, -0.0438], [-0.5081, -0.0973, -0.3203], [0.0972, -0.1240, -1.7345], [-0.3998, 0.7211, 0.4357], [0.6466, 0.3933, -0.3213], [1.5707, -0.8677, 1.1139], [0.3202, -0.1415, 0.6237], [-0.5940, -0.3118, 0.3815], [-0.5391, 0.6720, -0.3245], [-1.0777, 0.0418, -0.0938], [-2.8646, 1.9483, -0.3717], [1.4283, -0.4425, 0.6158], [2.2611, -1.9775, -0.5999], [1.2221, -0.8376, 0.0687], [-1.0513, 0.9305, 0.1103], [-1.0835, -0.2433, -0.5566], [-0.3409, 0.3757, 0.1424], [0.4948, 0.8302, 1.0757], [-0.0029, 1.2906, -0.7204], [0.1607, 0.5105, 0.6650], [0.5836, -0.4918, 0.9782], [0.5751, -1.7158, 3.5635], [-0.5253, -0.4280, -0.3743], [0.0510, 0.0764, -0.1248], [-0.9050, -0.8462, -1.0783], [0.0688, 1.4651, -2.8797], [1.7790, 0.4043, 0.3024], [-0.1305, -0.7359, -0.0229], [-0.6060, -0.7390, -0.1748], [1.1774, -0.0577, 0.0365], [-0.2022, -0.5038, -0.5182], [-0.6864, 0.7843, -0.0472], [-0.5135, -0.1775, -0.5432], [-1.1351, 0.7269, 0.6149], [0.6969, 0.9105, -0.2936], [-0.7137, -0.4344, 0.5374], [-0.4331, -0.4708, -1.7364], [-0.5708, -0.6996, -0.9474], [-0.0654, -0.1889, 0.4955], [0.4616, 0.0213, 0.6459], [0.0068, -0.0041, 0.6484], [0.6383, 0.5285, 0.6358]]}

=====

Entry 2:
{"formula": "C5H8N2", "method": "ωB97M-V/def2-TZVPD", "e_tot_ha": -304.7119, "relative_energy_ev": 3.3636, "smiles": "C[C@H]1C(=C=N)N1C", "homo_lumo_gap_ha": 0.3423, "multiplicity": 1, "species": ["C", "C", "C", "C", "N", "N", "C", "H", "H", "H", "H", "H", "H", "H", "H"], "coordinates": [[1.61610, -1.54003, -0.15028], [0.79004, -0.29217, -0.05903], [-0.56329, -0.27438, -0.57292], [-1.32617, 0.12881, -1.52203], [-1.95912, 0.64990, -2.44769], [-0.39438, -0.31886, 0.82288], [-0.72595, 0.91288, 1.53350], [0.94070, -2.39667, -0.20294], [2.21889, -1.51431, -1.06396], [2.27751, -1.64918, 0.71387], [1.31376, 0.66563, -0.13068], [-1.78009, 1.65693, -2.34901], [-0.40833, 1.82644, 1.00186], [-0.24704, 0.88583, 2.51544], [-1.80960, 0.96494, 1.67639]], "forces_ev_per_a": [[0.0326, -0.0921, 0.0124], [0.3026, -0.0474, 0.0478], [-0.2367, 0.1424, -0.3115], [0.0528, 0.5355, -0.0424], [0.0603, -0.0824, 0.2460], [0.0294, -0.0822, 0.2076], [-0.0428, 0.1112, 0.1431], [0.1730, 0.0117, 0.0603], [-0.0421, -0.0437, 0.1475], [-0.0404, 0.0136, -0.1126], [-0.0303, -0.1663, 0.1493], [-0.3541, -0.0409, -0.4447], [-0.0051, -0.2418, -0.0035], [-0.0635, 0.0382, -0.0940], [0.1644, -0.0559, -0.0052]]}